Density functional theory data (ωB97M-V/def2-TZVPD) for a cluster of 2 separate species, C6H11OPS in total.

Maximum force ... 3.1 eV/A
Lowest unoccupied orbital energy (spin up / spin down) ... -0.06705 / -0.06910 hartree

Geometry (Å):
C 1.916 2.690 0.827
C -0.048 1.611 -2.053
C 1.126 1.723 1.169
C -0.442 1.214 -0.876
C -0.779 -2.944 0.552
C 0.268 -1.975 1.124
O 0.003 -0.559 0.946
P 0.861 0.339 -0.032
S 2.946 -1.372 -1.535
H 2.102 3.639 1.337
H 2.488 2.541 -0.081
H -0.718 2.044 -2.781
H 0.944 1.215 -2.489
H 0.876 1.721 2.176
H -1.406 1.458 -0.337
H -0.614 -3.227 -0.527
H -0.888 -3.838 1.123
H -1.818 -2.423 0.516
H 1.209 -2.019 0.686
H 0.448 -2.075 2.145

Atomic partial charges in e from the natural (NBO) method, atoms 1 to 4: C -0.344; C -0.361; C -0.539; C -0.566

Density functional theory data (ωB97M-V/def2-TZVPD) for the molecule C6H12.

SMILES ... CC1CCCC1
Maximum force ... 0.2 eV/A
Energy above the lowest of the compared OMol25 structures with the same formula, charge and spin ... 11.66 kJ/mol
Lowest unoccupied orbital energy ... 0.04409 hartree

Geometry (Å):
C -1.378 1.321 0.414
C -0.857 -0.119 0.435
C 0.490 -0.229 1.182
C 1.541 -0.001 0.088
C 0.974 -0.765 -1.116
C -0.563 -0.659 -0.993
H -0.656 2.003 -0.054
H -1.564 1.688 1.430
H -2.315 1.389 -0.150
H -1.610 -0.749 0.923
H 0.598 -1.232 1.618
H 0.564 0.493 2.003
H 1.620 1.072 -0.133
H 2.544 -0.349 0.358
H 1.360 -0.393 -2.070
H 1.263 -1.820 -1.038
H -0.995 -0.004 -1.760
H -1.016 -1.645 -1.138

Atomic partial charges in e from the natural (NBO) method, atoms 1 to 4: C -0.604; C -0.219; C -0.403; C -0.405

Density functional theory data (ωB97M-V/def2-TZVPD) for a structure of composition C6H12.

Maximum force ... 4.7 eV/A
Energy above the lowest of the compared OMol25 structures with the same formula, charge and spin ... 414.59 kJ/mol
Lowest unoccupied orbital energy ... 0.03564 hartree

Geometry (Å):
C 2.358 -0.771 -1.390
C 0.997 -1.009 -0.592
C 0.391 0.137 0.151
C -0.862 0.522 0.441
C -2.116 -0.340 0.032
C -1.095 1.694 1.429
H 3.263 -0.491 -0.678
H 2.720 -1.873 -1.668
H 2.317 -0.042 -2.307
H 1.247 -1.772 0.169
H 0.143 -1.412 -1.180
H 1.245 0.769 0.638
H -2.605 -0.705 0.892
H -1.855 -1.197 -0.667
H -2.749 0.361 -0.539
H -1.051 1.360 2.849
H -2.273 2.274 1.149
H -0.075 2.495 1.271

Atomic partial charges in e from the natural (NBO) method, atoms 1 to 4: C -0.621; C -0.448; C -0.167; C -0.055

Density functional theory data (ωB97M-V/def2-TZVPD) for the molecule C6H12.

Maximum force ... 0.4 eV/A
Energy above the lowest of the compared OMol25 structures with the same formula, charge and spin ... 373.29 kJ/mol
Lowest unoccupied orbital energy ... 0.01843 hartree

Geometry (Å):
C 2.026 -0.061 0.898
C 1.199 0.848 0.061
C -0.115 1.163 0.699
C -1.310 0.823 -0.216
C -1.385 -0.688 -0.452
C -0.178 -1.187 -1.257
H 1.483 -0.768 1.547
H 2.535 0.652 1.569
H 2.814 -0.577 0.340
H 0.641 -0.445 -1.233
H -0.105 2.256 0.834
H -0.287 0.696 1.687
H -2.231 1.185 0.256
H -1.199 1.346 -1.173
H -1.432 -1.189 0.524
H -2.317 -0.943 -0.971
H 0.217 -2.136 -0.884
H -0.413 -1.300 -2.319

Atomic partial charges in e from the natural (NBO) method, atoms 1 to 4: C -0.784; C 0.159; C -0.583; C -0.366

Density functional theory data (ωB97M-V/def2-TZVPD) for a structure of composition C6H12.

Maximum force ... 5.8 eV/A
Energy above the lowest of the compared OMol25 structures with the same formula, charge and spin ... 438.35 kJ/mol
Lowest unoccupied orbital energy ... 0.02471 hartree

Geometry (Å):
C 0.548 -2.388 -1.101
C 0.051 -0.960 -1.211
C 0.486 -0.072 -0.035
C 0.035 1.413 -0.099
C -1.116 2.465 2.012
C -0.999 1.587 0.954
H 0.540 -2.815 -0.096
H -0.064 -3.074 -1.681
H 1.593 -2.528 -1.383
H -1.036 -0.890 -1.323
H 0.488 -0.468 -2.088
H 0.245 -0.561 0.911
H 1.577 -0.043 -0.012
H 0.945 2.003 0.072
H -0.356 1.682 -1.085
H 0.215 2.001 2.223
H -1.589 1.998 2.881
H -1.563 0.653 1.061

Atomic partial charges in e from the natural (NBO) method, atoms 1 to 4: C -0.616; C -0.398; C -0.383; C -0.484

Density functional theory data (ωB97M-V/def2-TZVPD) for a cluster of 2 separate species, C6H12 in total.

SMILES ... C=CC.C=CC
Maximum force ... 0.2 eV/A
Energy above the lowest of the compared OMol25 structures with the same formula, charge and spin ... 168.85 kJ/mol
Lowest unoccupied orbital energy ... 0.04426 hartree

Geometry (Å):
C -0.984 0.663 1.734
C 0.258 1.106 1.905
C 1.485 0.414 1.383
H -1.841 1.196 2.138
H -1.185 -0.254 1.181
H 0.422 2.028 2.464
H 1.215 -0.449 0.766
H 2.117 0.063 2.208
H 2.098 1.095 0.778
C -0.520 -2.022 -1.421
C -0.932 -0.765 -1.562
C -0.034 0.415 -1.790
H 0.536 -2.282 -1.471
H -1.218 -2.839 -1.259
H -2.001 -0.550 -1.510
H -0.184 1.168 -1.006
H -0.252 0.895 -2.752
H 1.020 0.119 -1.786

Atomic partial charges in e from the natural (NBO) method, atoms 1 to 4: C -0.414; C -0.171; C -0.654; H 0.198

Density functional theory data (ωB97M-V/def2-TZVPD) for the molecule C6H12.

SMILES ... C=C(C)CCC
Maximum force ... 1.3 eV/A
Energy above the lowest of the compared OMol25 structures with the same formula, charge and spin ... 102.28 kJ/mol
Lowest unoccupied orbital energy ... 0.04235 hartree

Geometry (Å):
C -0.268 -1.294 -1.575
C -0.609 -0.933 -0.346
C -2.042 -0.931 0.130
C 0.371 -0.243 0.592
C 0.580 1.217 0.170
C 1.841 1.892 0.756
H -1.010 -1.653 -2.280
H 0.773 -1.214 -1.841
H -2.201 -1.564 0.997
H -2.680 -1.353 -0.651
H -2.371 0.091 0.276
H -0.092 -0.303 1.575
H 1.333 -0.745 0.542
H 0.654 1.271 -0.914
H -0.325 1.779 0.412
H 2.431 2.340 -0.042
H 1.575 2.648 1.482
H 2.450 1.187 1.333

Atomic partial charges in e from the natural (NBO) method, atoms 1 to 4: C -0.428; C 0.053; C -0.650; C -0.440

Density functional theory data (ωB97M-V/def2-TZVPD) for the molecule C6H12.

SMILES ... CC[C@H]1C[C@H]1C
Maximum force ... 1.1 eV/A
Energy above the lowest of the compared OMol25 structures with the same formula, charge and spin ... 125.89 kJ/mol
Lowest unoccupied orbital energy ... 0.04608 hartree

Geometry (Å):
C 1.813 0.975 -0.340
C 1.409 -0.349 0.315
C 0.084 -0.863 -0.281
C -0.899 -1.536 0.626
C -1.293 -0.250 -0.045
C -1.542 1.017 0.740
H 2.696 0.941 -0.984
H 0.941 1.139 -0.953
H 1.925 1.829 0.337
H 1.316 -0.228 1.400
H 2.172 -1.119 0.155
H 0.182 -1.281 -1.286
H -0.647 -1.458 1.680
H -1.376 -2.469 0.342
H -2.006 -0.384 -0.863
H -2.516 0.987 1.245
H -1.538 1.901 0.090
H -0.775 1.164 1.506

Atomic partial charges in e from the natural (NBO) method, atoms 1 to 4: C -0.622; C -0.403; C -0.222; C -0.421

Which of these has the highest maximum force?
number 5